# 1
The following is a quantum chemistry calculation of C37H59MnN3P3SSi as an isolated structure, from the Open Molecules 2025 dataset.

XYZ file:
```
105
Properties=species:S:1:pos:R:3
Mn 1.331 -0.171 0.424
C 1.052 2.465 -4.059
C 1.373 2.340 -2.567
C 2.522 3.280 -2.160
P -0.057 2.665 -1.508
C -0.359 4.447 -1.223
C -0.485 5.275 -2.506
C -1.593 4.614 -0.332
C -1.571 1.857 -2.003
C -2.186 2.219 -3.203
C -3.415 1.675 -3.544
C -4.024 0.765 -2.693
C -3.391 0.376 -1.519
C -2.158 0.917 -1.141
Si -1.358 0.157 0.384
C -1.693 -1.697 0.308
C -2.883 -2.154 0.877
C -3.204 -3.505 0.852
C -2.306 -4.418 0.319
C -1.121 -3.981 -0.259
C -0.828 -2.621 -0.300
P 0.459 -1.811 -1.275
C 1.818 -3.016 -1.663
C 3.049 -2.327 -2.295
C 1.448 -4.229 -2.531
C -0.368 -1.384 -2.885
C -1.428 -2.412 -3.292
C 0.618 -1.105 -4.024
C -1.970 0.664 2.044
C -3.190 1.324 2.193
C -3.730 1.518 3.456
C -3.058 1.047 4.574
C -1.836 0.404 4.435
C -1.281 0.208 3.171
P 0.386 -0.510 2.963
C 1.310 0.438 4.264
C 2.744 -0.046 4.482
C 1.215 1.963 4.059
C 0.404 -2.230 3.682
C -0.944 -2.940 3.669
C 1.458 -3.094 2.986
H 1.946 2.222 -4.636
H 0.766 3.483 -4.323
H 0.262 1.785 -4.371
H 1.715 1.316 -2.348
H 2.341 4.304 -2.482
H 3.442 2.946 -2.640
H 2.693 3.279 -1.082
H 0.538 4.772 -0.684
H -1.309 4.938 -3.135
H 0.432 5.294 -3.092
H -0.712 6.302 -2.221
H -2.504 4.372 -0.881
H -1.658 5.656 -0.023
H -1.556 4.001 0.570
H -1.718 2.925 -3.875
H -3.895 1.965 -4.468
H -4.987 0.345 -2.950
H -3.866 -0.374 -0.898
H -3.556 -1.461 1.370
H -4.134 -3.848 1.286
H -2.530 -5.476 0.341
H -0.449 -4.715 -0.677
H 2.086 -3.408 -0.673
H 3.120 -1.253 -2.090
H 3.027 -2.430 -3.377
H 3.972 -2.812 -1.966
H 1.257 -3.934 -3.559
H 0.587 -4.788 -2.178
H 2.299 -4.912 -2.545
H -0.890 -0.452 -2.677
H -1.012 -3.407 -3.434
H -1.866 -2.101 -4.242
H -2.234 -2.479 -2.562
H 1.482 -0.512 -3.720
H 0.095 -0.547 -4.802
H 0.976 -2.022 -4.487
H -3.728 1.684 1.322
H -4.678 2.028 3.570
H -3.480 1.186 5.560
H -1.327 0.055 5.325
H 0.760 0.182 5.173
H 3.396 0.215 3.649
H 2.804 -1.121 4.647
H 3.152 0.435 5.371
H 0.778 2.238 3.097
H 2.202 2.419 4.133
H 0.591 2.422 4.824
H 0.711 -2.079 4.722
H -1.241 -3.190 2.653
H -1.735 -2.350 4.126
H -0.856 -3.873 4.228
H 1.230 -3.185 1.917
H 1.452 -4.101 3.402
H 2.470 -2.702 3.127
N 3.102 -1.364 0.611
N 3.857 -0.254 1.047
C 3.063 0.810 1.128
N 3.516 1.970 1.519
S 0.350 1.967 0.377
H 3.027 -2.074 1.339
H 3.513 -1.776 -0.221
H 4.825 -0.370 1.333
H 4.470 2.147 1.811
H 2.870 2.743 1.584
```

Summary:
* charge: +3
* Kohn-Sham gap (spin up / spin down): 7.658 / 7.821 eV
* spin multiplicity: 4

---

# 2
The following is a quantum chemistry calculation of a 5-piece molecular cluster, C37H60BrFN2O6S2 overall at a distorted geometry, from the Open Molecules 2025 dataset.

XYZ file:
```
109
Properties=species:S:1:pos:R:3
C -3.693 -2.444 -6.211
C -2.398 -3.107 -5.448
C -2.469 -3.030 -3.798
C -0.994 -3.599 -3.266
C -0.617 -2.995 -1.777
C -1.842 -3.019 -0.657
C -1.635 -2.391 0.876
C -0.110 -1.760 1.162
C 1.111 -1.742 0.069
N 2.417 -1.081 0.525
C 3.392 -2.049 0.758
O 4.475 -2.825 0.473
C 0.889 -2.363 -1.449
C 2.118 -2.288 -2.545
C 1.687 -1.105 -3.644
C 2.927 -0.126 -4.076
S 2.158 1.550 -4.576
S 0.015 -1.003 2.918
C -1.628 -0.019 2.942
C -1.701 1.541 3.425
C -0.279 2.242 3.907
C -0.136 1.969 5.540
F 0.526 0.655 5.852
C -3.149 2.304 3.348
C -3.145 3.917 3.790
C -2.424 4.681 2.487
C -1.403 5.887 2.920
C 0.106 5.765 2.210
C -4.477 1.481 2.850
C -4.377 -0.109 2.364
Br -6.077 -1.031 1.771
C -2.928 -0.905 2.369
N -2.761 -2.358 1.878
C -2.622 -3.315 3.018
C -1.662 -4.716 2.479
C -0.039 -4.738 3.094
O -1.253 -5.724 3.604
H -4.617 -3.171 -6.291
H -4.036 -1.409 -5.788
H -3.360 -2.235 -7.335
H -1.435 -2.529 -5.786
H -2.321 -4.269 -5.700
H -3.376 -3.683 -3.387
H -2.649 -1.941 -3.383
H -0.155 -3.409 -4.080
H -1.114 -4.767 -3.127
H -2.926 -3.442 -0.896
H 2.219 -3.348 -3.039
H 3.149 -2.023 -2.060
H 1.136 -1.610 -4.566
H 0.868 -0.431 -3.118
H 3.471 -0.536 -5.056
H 3.710 0.089 -3.222
H 2.952 2.612 -4.106
H -0.249 3.409 3.701
H 0.646 1.804 3.291
H -1.260 1.900 5.939
H 0.390 2.869 6.095
H -2.592 4.116 4.800
H -4.256 4.313 3.786
H -1.767 3.877 1.907
H -3.251 5.038 1.703
H -1.339 5.890 4.098
H -1.865 6.892 2.492
H 0.346 6.682 1.509
H 0.956 5.757 3.044
H 0.186 4.805 1.517
H -5.535 1.992 2.816
H -3.644 -3.858 3.196
H -2.096 -2.913 3.979
H -1.848 -5.133 1.310
H 0.615 -5.712 2.934
H 0.085 -4.195 4.148
C 4.739 6.204 3.724
C 3.804 5.015 3.809
O 3.265 4.729 2.527
H 4.209 7.084 3.345
H 5.160 6.440 4.705
H 5.560 6.002 3.027
H 2.974 5.229 4.489
H 4.330 4.128 4.175
H 4.010 4.532 1.933
C -9.498 -2.089 4.617
C -9.065 -0.646 4.779
O -7.651 -0.574 4.888
H -9.165 -2.689 5.470
H -10.586 -2.163 4.536
H -9.047 -2.530 3.722
H -9.500 -0.216 5.686
H -9.383 -0.043 3.923
H -7.275 -0.951 4.074
C 6.263 -2.502 -7.627
C 4.830 -2.241 -8.042
O 4.197 -1.395 -7.092
H 6.299 -2.971 -6.639
H 6.764 -3.156 -8.347
H 6.823 -1.564 -7.556
H 4.269 -3.179 -8.091
H 4.787 -1.761 -9.024
H 4.698 -0.562 -7.062
C 6.778 1.078 -1.827
C 6.816 0.411 -3.187
O 6.336 1.306 -4.179
H 5.758 1.388 -1.578
H 7.141 0.399 -1.050
H 7.396 1.982 -1.822
H 6.180 -0.479 -3.194
H 7.835 0.110 -3.448
H 6.912 2.090 -4.170
```

Summary:
* SMILES: CCCCc1cc2c(c(N=C=O)c1CCCS)Sc1c(CCF)c(CCCC)cc(Br)c1N2C[C@H]1CO1.CCO.CCO.CCO.CCO
* Kohn-Sham gap: 7.429 eV
* ΔE to the lowest compared entry with this formula, charge and spin: 621.9 kcal/mol